{"formula": "C61H46FFeGeIO2P3", "method": "the ωB97M-V functional and the def2-TZVPD basis", "species": ["Fe", "F", "Ge", "C", "C", "C", "C", "C", "C", "P", "C", "C", "C", "C", "C", "C", "C", "C", "C", "C", "C", "C", "C", "C", "C", "C", "C", "C", "P", "C", "C", "C", "C", "C", "C", "C", "C", "C", "C", "C", "C", "C", "C", "C", "C", "C", "C", "P", "C", "C", "C", "C", "C", "C", "C", "C", "C", "C", "C", "C", "H", "H", "H", "H", "H", "H", "H", "H", "H", "H", "H", "H", "H", "H", "H", "H", "H", "H", "H", "H", "H", "H", "H", "H", "H", "H", "H", "H", "H", "H", "H", "H", "H", "H", "H", "H", "H", "H", "H", "H", "H", "H", "I", "C", "C", "C", "C", "C", "C", "C", "O", "O", "H", "H", "H", "H"], "positions_angstrom": [[-0.149, -0.053, -0.215], [0.537, 3.591, 3.453], [0.648, 2.212, 2.368], [-0.339, 0.869, 3.486], [-0.264, 1.312, 4.819], [-0.741, 0.578, 5.891], [-1.335, -0.654, 5.679], [-1.416, -1.118, 4.382], [-0.917, -0.389, 3.302], [-1.176, -1.216, 1.718], [-2.959, -1.410, 1.595], [-3.679, -0.222, 1.509], [-5.059, -0.237, 1.448], [-5.731, -1.452, 1.485], [-5.017, -2.638, 1.605], [-3.633, -2.623, 1.663], [-0.458, -2.868, 1.917], [0.487, -3.127, 2.910], [1.076, -4.375, 3.006], [0.742, -5.375, 2.105], [-0.196, -5.123, 1.115], [-0.796, -3.881, 1.020], [2.561, 1.806, 2.368], [3.319, 2.287, 3.431], [4.703, 2.177, 3.427], [5.350, 1.593, 2.347], [4.605, 1.104, 1.287], [3.216, 1.209, 1.299], [2.305, 0.486, -0.082], [2.597, 1.486, -1.560], [2.138, 1.012, -2.791], [2.310, 1.776, -3.932], [2.912, 3.025, -3.849], [3.342, 3.510, -2.624], [3.189, 2.743, -1.480], [3.136, -1.099, -0.367], [4.008, -1.318, -1.433], [4.673, -2.530, -1.546], [4.473, -3.525, -0.601], [3.602, -3.312, 0.458], [2.939, -2.103, 0.575], [0.405, 3.299, 0.708], [1.289, 4.381, 0.865], [1.309, 5.456, -0.005], [0.415, 5.504, -1.062], [-0.456, 4.448, -1.247], [-0.436, 3.339, -0.406], [-1.600, 1.997, -0.675], [-3.168, 2.670, -0.129], [-3.269, 3.172, 1.169], [-4.458, 3.736, 1.593], [-5.544, 3.804, 0.724], [-5.436, 3.313, -0.567], [-4.248, 2.743, -0.998], [-1.699, 1.685, -2.450], [-2.698, 0.797, -2.855], [-2.858, 0.495, -4.196], [-1.998, 1.040, -5.139], [-0.973, 1.885, -4.733], [-0.822, 2.213, -3.397], [0.163, 2.280, 5.044], [-0.655, 0.982, 6.890], [-1.729, -1.237, 6.498], [-1.887, -2.077, 4.195], [-3.163, 0.725, 1.530], [-5.599, 0.699, 1.383], [-6.810, -1.475, 1.439], [-5.542, -3.581, 1.659], [-3.098, -3.559, 1.771], [0.753, -2.362, 3.629], [1.792, -4.566, 3.795], [1.193, -6.354, 2.187], [-0.482, -5.908, 0.427], [-1.547, -3.714, 0.259], [2.832, 2.774, 4.265], [5.277, 2.557, 4.260], [6.427, 1.515, 2.334], [5.110, 0.630, 0.453], [1.645, 0.049, -2.862], [1.970, 1.399, -4.886], [3.047, 3.620, -4.742], [3.806, 4.484, -2.558], [3.536, 3.122, -0.528], [4.187, -0.547, -2.167], [5.361, -2.686, -2.365], [5.008, -4.462, -0.679], [3.444, -4.083, 1.197], [2.275, -1.942, 1.414], [1.969, 4.410, 1.708], [2.001, 6.269, 0.163], [0.391, 6.356, -1.726], [-1.175, 4.491, -2.055], [-2.425, 3.142, 1.850], [-4.535, 4.131, 2.596], [-6.471, 4.251, 1.054], [-6.273, 3.376, -1.248], [-4.166, 2.370, -2.012], [-3.365, 0.345, -2.131], [-3.644, -0.181, -4.497], [-2.126, 0.806, -6.187], [-0.295, 2.306, -5.462], [-0.009, 2.865, -3.110], [2.029, -7.302, -4.567], [1.117, -5.696, -3.730], [-0.260, -5.488, -3.908], [-0.876, -4.399, -3.329], [-0.130, -3.498, -2.581], [1.234, -3.692, -2.395], [1.856, -4.783, -2.962], [-0.827, -2.339, -1.918], [-2.029, -2.349, -1.760], [0.000, -1.435, -1.466], [-0.816, -6.201, -4.502], [-1.939, -4.210, -3.427], [1.784, -2.981, -1.795], [2.915, -4.956, -2.829]], "forces_ev_per_angstrom": [[-0.263, -0.328, -0.339], [0.017, -0.141, -0.017], [0.001, -0.285, -0.093], [0.096, 0.394, 0.344], [0.083, 0.355, 0.047], [-0.024, -0.065, -0.042], [0.041, 0.055, -0.106], [-0.196, -0.145, 0.062], [-0.009, 0.134, -0.374], [0.140, -0.458, 0.291], [0.008, 0.164, -0.114], [-0.047, 0.018, -0.004], [-0.053, -0.008, 0.007], [0.078, -0.008, 0.000], [-0.116, 0.065, 0.020], [0.079, -0.229, -0.056], [0.145, 0.143, -0.151], [0.050, 0.196, 0.100], [0.066, -0.043, 0.062], [-0.056, 0.027, 0.014], [-0.028, -0.169, 0.005], [-0.031, 0.010, -0.240], [-0.274, 0.250, 0.200], [0.052, 0.077, 0.154], [-0.020, -0.016, -0.032], [-0.082, 0.018, -0.010], [0.194, -0.117, -0.085], [-0.176, -0.079, -0.044], [0.127, -0.293, -0.417], [-0.238, 0.076, 0.046], [-0.019, -0.088, 0.035], [0.172, 0.018, -0.074], [-0.043, -0.063, -0.063], [0.032, 0.039, 0.022], [0.045, 0.019, 0.125], [0.058, 0.012, -0.137], [-0.086, 0.138, 0.051], [0.050, -0.037, 0.030], [0.007, 0.016, 0.020], [0.012, -0.013, 0.019], [-0.053, -0.049, 0.020], [0.380, 0.377, 0.172], [0.055, -0.065, 0.151], [-0.025, -0.021, 0.020], [-0.025, -0.036, 0.006], [-0.098, 0.100, -0.227], [-0.082, -0.322, 0.426], [0.835, -0.225, -0.354], [-0.207, -0.106, 0.052], [-0.011, 0.032, 0.034], [-0.059, 0.005, -0.062], [0.057, -0.008, 0.049], [-0.073, 0.067, 0.047], [-0.123, -0.034, -0.158], [-0.118, -0.099, 0.048], [-0.003, -0.208, -0.172], [0.062, -0.089, 0.037], [0.042, 0.070, 0.015], [-0.168, -0.042, -0.112], [0.086, 0.019, 0.113], [-0.013, -0.045, -0.056], [0.011, 0.027, 0.030], [-0.007, -0.018, 0.008], [-0.002, 0.008, 0.008], [0.044, 0.037, -0.013], [-0.035, -0.008, 0.004], [-0.051, -0.010, -0.008], [-0.010, -0.015, 0.003], [-0.086, 0.127, -0.003], [0.036, -0.005, -0.038], [0.006, -0.007, 0.001], [0.034, -0.026, -0.009], [0.024, 0.018, -0.044], [0.090, 0.040, -0.105], [-0.022, 0.008, 0.022], [0.005, 0.010, 0.029], [0.026, -0.013, -0.017], [-0.018, -0.007, 0.017], [0.024, -0.061, 0.001], [0.014, -0.026, -0.004], [0.008, 0.016, -0.028], [0.022, 0.021, 0.004], [0.004, -0.004, 0.005], [-0.010, 0.059, -0.049], [0.002, -0.016, -0.032], [-0.005, -0.043, -0.032], [-0.017, -0.049, 0.048], [-0.057, 0.014, 0.084], [0.001, -0.016, -0.011], [0.037, 0.014, 0.016], [-0.026, 0.015, -0.022], [-0.005, -0.006, -0.010], [0.030, -0.014, -0.014], [-0.019, 0.023, 0.033], [-0.035, 0.018, 0.023], [-0.025, 0.013, -0.002], [-0.104, 0.168, 0.193], [0.058, -0.091, 0.032], [-0.058, -0.047, -0.048], [0.013, -0.012, -0.003], [-0.002, 0.004, -0.031], [-0.072, -0.003, 0.049], [0.415, -0.726, -0.380], [-0.711, 1.276, 0.661], [0.521, -0.404, -0.132], [-0.157, 0.225, 0.149], [-0.017, 0.512, 0.210], [-0.208, 0.157, -0.009], [0.021, -0.604, -0.363], [-0.215, -2.154, -0.719], [-0.060, 0.844, 0.276], [0.252, 1.846, 1.005], [-0.113, 0.066, 0.017], [0.045, -0.163, -0.114], [0.128, -0.052, -0.053], [0.023, 0.073, 0.060]], "homo_lumo_gap_ev": [7.50, 4.68], "s2": 8.767, "lumo_energy_ev": [-4.8, -7.6], "spin_multiplicity": 6, "e_above_lowest_ev": 0.000, "charge": 2, "fmax_ev_per_a": 2.28}


{"formula": "C61H47ClMnN5OP2S", "method": "the ωB97M-V functional and the def2-TZVPD basis", "species": ["Mn", "O", "S", "C", "C", "C", "C", "C", "C", "C", "C", "C", "C", "P", "C", "C", "C", "C", "C", "C", "C", "C", "C", "C", "C", "C", "C", "C", "C", "C", "C", "C", "C", "C", "C", "C", "C", "C", "P", "C", "C", "C", "C", "C", "C", "C", "C", "C", "C", "C", "C", "C", "C", "H", "H", "H", "H", "H", "H", "H", "H", "H", "H", "H", "H", "H", "H", "H", "H", "H", "H", "H", "H", "H", "H", "H", "H", "H", "H", "H", "H", "H", "H", "H", "H", "H", "H", "H", "H", "N", "C", "N", "C", "N", "C", "C", "N", "C", "C", "N", "H", "H", "H", "H", "H", "Cl", "C", "C", "C", "C", "C", "C", "C", "H", "H", "H", "H", "H", "H"], "positions_angstrom": [[0.765, 0.649, -0.539], [-0.126, 4.394, -0.474], [-1.131, 1.666, -0.244], [-2.432, 1.620, -1.451], [-2.857, 2.823, -1.973], [-4.047, 2.943, -2.715], [-4.834, 1.829, -2.861], [-6.179, 1.617, -3.499], [-6.488, 0.108, -3.299], [-5.267, -0.451, -2.620], [-4.918, -1.715, -2.231], [-3.626, -1.933, -1.710], [-2.717, -0.915, -1.487], [-0.915, -1.269, -1.382], [-0.602, -1.138, -3.188], [-1.314, -1.868, -4.140], [-1.042, -1.706, -5.488], [-0.082, -0.793, -5.905], [0.602, -0.030, -4.972], [0.340, -0.208, -3.622], [-0.970, -3.058, -1.007], [-1.398, -3.429, 0.270], [-1.499, -4.765, 0.614], [-1.176, -5.749, -0.311], [-0.754, -5.385, -1.581], [-0.648, -4.048, -1.930], [-3.122, 0.419, -1.737], [-4.359, 0.596, -2.375], [-1.933, 2.163, 1.266], [-3.217, 2.660, 1.197], [-3.888, 3.218, 2.298], [-3.239, 3.266, 3.496], [-3.644, 3.840, 4.825], [-2.493, 3.457, 5.785], [-1.468, 2.794, 4.910], [-0.233, 2.283, 5.205], [0.506, 1.719, 4.160], [0.068, 1.646, 2.844], [1.295, 0.882, 1.723], [2.737, 1.980, 1.924], [2.591, 3.312, 2.308], [3.699, 4.144, 2.381], [4.957, 3.665, 2.046], [5.108, 2.348, 1.636], [4.007, 1.509, 1.576], [1.655, -0.628, 2.684], [0.613, -1.558, 2.689], [0.711, -2.718, 3.434], [1.858, -2.957, 4.181], [2.892, -2.034, 4.187], [2.798, -0.867, 3.438], [-1.225, 2.146, 2.508], [-1.945, 2.711, 3.589], [-2.272, 3.711, -1.770], [-4.338, 3.907, -3.111], [-6.144, 1.884, -4.556], [-6.939, 2.249, -3.038], [-6.688, -0.397, -4.244], [-7.370, -0.038, -2.672], [-5.585, -2.557, -2.367], [-3.335, -2.955, -1.502], [-2.089, -2.555, -3.827], [-1.588, -2.288, -6.218], [0.120, -0.663, -6.960], [1.331, 0.699, -5.299], [0.871, 0.400, -2.890], [-1.676, -2.665, 0.988], [-1.841, -5.048, 1.602], [-1.262, -6.794, -0.045], [-0.507, -6.147, -2.308], [-0.305, -3.784, -2.919], [-3.739, 2.642, 0.254], [-4.893, 3.598, 2.171], [-4.606, 3.452, 5.158], [-3.753, 4.923, 4.743], [-2.834, 2.769, 6.560], [-2.074, 4.324, 6.297], [0.175, 2.307, 6.206], [1.485, 1.323, 4.395], [1.614, 3.697, 2.568], [3.581, 5.168, 2.711], [5.818, 4.318, 2.108], [6.088, 1.975, 1.369], [4.130, 0.474, 1.277], [-0.280, -1.340, 2.110], [-0.101, -3.433, 3.439], [1.940, -3.858, 4.774], [3.775, -2.214, 4.786], [3.606, -0.148, 3.466], [4.805, 0.046, -1.921], [3.702, -0.534, -1.457], [2.809, 0.400, -1.167], [3.469, 1.572, -1.477], [4.676, 1.373, -1.942], [2.932, 2.903, -1.256], [3.776, 4.004, -1.282], [3.309, 5.223, -1.064], [2.025, 5.343, -0.817], [1.173, 4.233, -0.758], [1.620, 2.996, -0.983], [5.655, -0.386, -2.249], [3.584, -1.595, -1.318], [4.833, 3.893, -1.481], [1.643, 6.348, -0.670], [-0.318, 5.327, -0.313], [2.855, -3.780, -3.212], [2.875, -4.630, -1.697], [3.314, -5.934, -1.671], [3.380, -6.616, -0.460], [3.015, -5.976, 0.725], [2.576, -4.675, 0.702], [2.462, -3.951, -0.516], [1.937, -2.663, -0.543], [3.614, -6.423, -2.588], [3.735, -7.637, -0.439], [3.082, -6.509, 1.664], [2.284, -4.170, 1.615], [1.699, -2.134, 0.370], [1.751, -2.172, -1.487]], "forces_ev_per_angstrom": [[0.430, -0.470, -0.248], [-0.161, -0.089, 0.031], [-1.018, 0.419, 0.041], [0.448, 0.040, -0.019], [0.159, 0.032, -0.039], [-0.145, -0.026, -0.035], [0.170, 0.028, 0.084], [-0.086, 0.032, -0.073], [-0.110, -0.022, 0.022], [0.150, -0.053, 0.011], [-0.168, 0.027, -0.114], [0.099, 0.081, 0.158], [0.086, -0.082, 0.316], [-0.261, -0.269, -0.831], [0.200, 0.020, 0.148], [0.042, 0.091, -0.002], [-0.076, -0.045, 0.026], [0.017, 0.044, -0.014], [0.057, 0.076, -0.076], [-0.144, -0.156, 0.107], [0.152, 0.070, 0.112], [0.058, 0.096, -0.069], [-0.004, -0.047, 0.089], [0.011, 0.034, -0.038], [0.033, -0.118, 0.000], [0.042, 0.097, 0.089], [-0.351, 0.002, -0.019], [0.079, -0.033, 0.022], [-0.042, 0.030, 0.091], [0.171, -0.117, -0.120], [-0.016, 0.021, 0.251], [-0.036, -0.035, -0.184], [-0.106, 0.038, 0.034], [-0.069, 0.013, 0.115], [0.122, -0.067, -0.082], [-0.050, 0.088, 0.100], [-0.080, -0.009, -0.203], [0.150, -0.066, -0.093], [0.007, 0.553, 1.165], [0.106, -0.103, -0.294], [-0.023, -0.061, 0.014], [0.046, 0.026, -0.015], [-0.047, 0.043, 0.005], [0.095, -0.056, 0.030], [-0.094, -0.015, 0.053], [-0.085, -0.138, -0.395], [0.128, 0.104, -0.035], [-0.079, -0.017, 0.000], [0.021, -0.009, 0.072], [0.003, -0.004, -0.002], [0.024, 0.002, -0.054], [-0.124, 0.109, 0.211], [0.051, -0.021, -0.130], [-0.010, 0.003, 0.069], [-0.007, 0.007, 0.012], [-0.022, 0.002, 0.008], [0.018, 0.023, -0.022], [0.009, -0.006, 0.010], [-0.006, 0.003, -0.027], [0.004, -0.006, 0.004], [0.004, 0.001, -0.052], [-0.003, -0.038, -0.020], [-0.002, 0.008, -0.007], [0.007, -0.012, -0.003], [0.003, 0.008, 0.022], [0.105, 0.002, -0.117], [-0.041, -0.019, 0.020], [-0.006, 0.026, 0.006], [0.008, -0.002, 0.005], [0.013, 0.001, 0.003], [0.066, -0.010, -0.038], [-0.018, -0.012, -0.007], [-0.002, 0.016, -0.012], [0.010, -0.003, -0.008], [-0.008, -0.010, 0.023], [0.023, 0.004, 0.007], [0.003, -0.011, 0.002], [0.007, 0.005, 0.005], [0.022, -0.014, 0.043], [-0.003, -0.001, 0.031], [-0.012, 0.009, -0.033], [0.009, -0.006, -0.011], [-0.003, -0.024, 0.020], [0.055, 0.022, -0.029], [-0.056, -0.103, 0.045], [0.001, 0.002, -0.010], [-0.008, -0.010, -0.004], [0.011, -0.004, -0.011], [-0.015, -0.004, 0.009], [-0.179, -0.147, 0.126], [0.171, -0.094, -0.072], [-0.279, 0.434, 0.014], [0.212, -0.561, -0.109], [0.049, 0.399, -0.044], [-0.062, 0.461, 0.116], [0.014, -0.353, -0.056], [-0.078, 0.242, -0.018], [0.136, 0.041, -0.042], [0.251, -0.201, -0.152], [0.045, 0.313, -0.045], [-0.009, -0.056, 0.019], [0.100, 0.047, -0.089], [-0.011, -0.048, 0.000], [-0.091, -0.030, 0.070], [0.053, 0.005, -0.001], [-0.055, 0.033, -0.107], [-0.057, 0.002, 0.238], [0.030, -0.057, -0.044], [0.001, 0.038, 0.043], [0.048, -0.065, 0.031], [-0.050, 0.123, -0.093], [0.044, -0.316, -0.098], [-0.032, 0.053, 0.123], [0.005, 0.040, -0.015], [-0.019, -0.012, -0.021], [-0.001, 0.011, 0.007], [0.001, -0.018, 0.025], [-0.051, -0.120, 0.056], [-0.123, -0.093, -0.007]], "homo_lumo_gap_ev": [6.01, 7.06], "s2": 6.093, "lumo_energy_ev": [-5.5, -5.2], "spin_multiplicity": 5, "e_above_lowest_ev": 0.000, "charge": 2, "fmax_ev_per_a": 1.29}